(1)
Here is C33H28F4N7O2Ti as an isolated structure from OMol25. Energies are from ωB97M-V/def2-TZVPD.

Summary:
- HOMO: -0.1741 Eh
- HOMO-LUMO gap: 0.22140 Eh
- DFT total energy: -3057.13145 a.u.
- M: 678.5 u
- Total charge: -1
- ΔE to the lowest compared entry with this formula, charge and spin: 0.0 kcal/mol

CARTESIAN COORDINATES (ANGSTROEM)
1 Ti 0.3141 0.4524 -0.5884
2 C 3.8968 -2.7741 -0.2254
3 O 2.6773 -2.1762 0.1809
4 C 2.5912 -1.7589 1.4620
5 C 3.6391 -1.7698 2.3749
6 C 3.4202 -1.3737 3.6894
7 C 2.1631 -0.9769 4.1104
8 C 1.1182 -0.9585 3.1967
9 C 1.3323 -1.3320 1.8835
10 N 0.2499 -1.2295 0.9391
11 N -0.7556 -1.8508 1.3547
12 C -1.9794 -1.8014 0.7296
13 C -2.2300 -1.1459 -0.4784
14 O -1.3239 -0.4691 -1.1124
15 C -3.5348 -1.2367 -1.0541
16 C -4.5271 -1.9087 -0.4245
17 C -4.3179 -2.5562 0.8282
18 C -5.3671 -3.2274 1.4892
19 C -5.1569 -3.8298 2.6993
20 C -3.8800 -3.7760 3.2861
21 C -2.8423 -3.1358 2.6616
22 C -3.0358 -2.5094 1.4112
23 H 4.1888 -3.5638 0.4723
24 H 4.6948 -2.0308 -0.2988
25 H 3.7132 -3.2035 -1.2034
26 H 4.6259 -2.0822 2.0669
27 H 4.2497 -1.3820 4.3853
28 H 1.9875 -0.6728 5.1332
29 H 0.1275 -0.6444 3.5001
30 H -3.6927 -0.7402 -2.0029
31 H -5.5146 -1.9581 -0.8699
32 H -6.3454 -3.2491 1.0226
33 H -5.9667 -4.3369 3.2077
34 H -3.7149 -4.2372 4.2515
35 H -1.8683 -3.0872 3.1255
36 C 0.7247 4.4020 -2.6704
37 C 0.8666 3.2330 -1.7060
38 N -0.3551 2.3786 -1.5596
39 C -1.5087 3.1451 -1.0113
40 C -1.1787 4.0966 0.1276
41 C -0.7846 1.8125 -2.8627
42 C 0.3089 0.9046 -3.3999
43 N 1.0254 0.2784 -2.2938
44 C 2.4181 0.0400 -2.6289
45 C 3.2669 1.1221 -2.8374
46 F 1.7694 0.9028 0.3368
47 C 4.5292 0.7472 -3.2247
48 F 5.4805 1.7249 -3.4467
49 C 4.9868 -0.5448 -3.4450
50 C 4.0754 -1.5620 -3.2548
51 F 4.4405 -2.8542 -3.4729
52 C 2.7875 -1.2850 -2.8415
53 F 1.9168 -2.3133 -2.6915
54 H 1.6347 4.9993 -2.6061
55 H 0.6440 4.0663 -3.7051
56 H -0.1225 5.0535 -2.4478
57 H 1.6998 2.6043 -2.0372
58 H 1.1204 3.5862 -0.7084
59 H -1.9571 3.7160 -1.8326
60 H -2.2498 2.4113 -0.6946
61 H -0.6897 5.0022 -0.2307
62 H -2.1035 4.3883 0.6271
63 H -0.5334 3.6355 0.8716
64 H -1.7040 1.2604 -2.6787
65 H -1.0092 2.6161 -3.5706
66 H -0.1225 0.1467 -4.0633
67 H 1.0449 1.4832 -3.9676
68 H 5.9975 -0.7644 -3.7649
69 N -0.9391 1.2062 1.0808
70 C -1.5107 1.4450 2.0594
71 C -2.1993 1.7352 3.2262
72 C -3.0083 2.8941 3.2748
73 N -3.6605 3.8463 3.3127
74 C -2.0804 0.8539 4.3261
75 N -1.9570 0.1187 5.2082

Here are the Mulliken charges for atoms 1 to 5, given in e: -0.50 -1.32 -0.29 0.58 -0.59

(2)
Here is C33H28FN4O3PdS as an isolated structure from OMol25. Energies are from ωB97M-V/def2-TZVPD.

Summary:
- Multiplicity: 5
- HOMO (spin up / spin down): -0.4063 / -0.4178 Eh
- HOMO-LUMO gap (spin up / spin down): 0.28673 / 0.18249 Eh
- DFT total energy: -2344.64193 a.u.
- M: 686.1 u
- Total charge: +1
- ΔE to the lowest compared entry with this formula, charge and spin: 30.3 kcal/mol

CARTESIAN COORDINATES (ANGSTROEM)
1 Pd -1.3161 1.0843 0.0813
2 O -3.7552 4.3289 1.3009
3 C -3.0702 3.5550 0.6754
4 N -2.7170 2.2889 1.1752
5 C -3.2006 1.8570 2.4419
6 C -2.8399 0.4070 2.6963
7 C -3.0254 -0.1819 3.9304
8 C -2.7584 -1.5365 4.0624
9 C -2.3284 -2.2572 2.9575
10 C -2.1476 -1.5837 1.7617
11 N -2.3896 -0.2788 1.6477
12 C -2.5391 3.8333 -0.6984
13 C -2.8425 5.0200 -1.3341
14 C -2.3818 5.2025 -2.6304
15 C -1.6488 4.1959 -3.2336
16 C -1.3764 3.0369 -2.5203
17 N -1.8092 2.8639 -1.2757
18 H -4.2887 1.9819 2.4522
19 H -2.8232 2.5164 3.2302
20 H -3.3794 0.4033 4.7717
21 H -2.8925 -2.0250 5.0196
22 H -2.1312 -3.3192 3.0202
23 H -1.8119 -2.0777 0.8570
24 H -3.4345 5.7613 -0.8129
25 H -2.6005 6.1184 -3.1655
26 H -1.2848 4.2987 -4.2473
27 H -0.7931 2.2288 -2.9363
28 O 0.5398 0.9379 -1.3724
29 S 1.8561 0.1858 -1.1841
30 C 2.2312 -0.5068 -2.8420
31 C 1.3078 -1.5764 -3.3338
32 C 1.6861 -2.9148 -3.2686
33 C 0.8011 -3.9147 -3.6498
34 C -0.4757 -3.5831 -4.0881
35 C -0.8573 -2.2509 -4.1606
36 C 0.0334 -1.2523 -3.7887
37 C 1.4268 -1.3065 -0.2596
38 C 2.6243 -1.9636 0.3861
39 C 2.7616 -3.3460 0.3066
40 C 3.8279 -3.9861 0.9252
41 C 4.7726 -3.2481 1.6263
42 C 4.6442 -1.8679 1.7125
43 C 3.5772 -1.2284 1.0975
44 H 3.2683 -0.8414 -2.7670
45 H 2.1871 0.3963 -3.4533
46 H 2.6830 -3.1737 -2.9218
47 H 1.1103 -4.9530 -3.6094
48 H -1.1700 -4.3634 -4.3784
49 H -1.8495 -1.9863 -4.5089
50 H -0.2650 -0.2102 -3.8503
51 H 0.8988 -1.9786 -0.9327
52 H 0.7183 -0.9291 0.4715
53 H 2.0273 -3.9270 -0.2455
54 H 3.9226 -5.0638 0.8549
55 H 5.6078 -3.7472 2.1028
56 H 5.3761 -1.2874 2.2637
57 H 3.4776 -0.1501 1.1790
58 O -3.2125 0.1988 -3.1694
59 C -2.6240 -0.1191 -2.1927
60 N -2.0196 -0.4565 -1.1902
61 F 3.3207 2.0691 4.1951
62 C 2.3243 1.7769 3.3518
63 C 2.1232 2.5931 2.2549
64 C 1.1124 2.2619 1.3576
65 C 0.3060 1.1659 1.6217
66 C 0.5298 0.3453 2.7092
67 C 1.5505 0.6570 3.5990
68 H 2.7639 3.4526 2.0957
69 H 0.9781 2.8699 0.4699
70 H -0.0705 -0.5386 2.8940
71 H 1.7541 0.0380 4.4652

Here are the Mulliken charges for atoms 1 to 5, given in e: 0.17 -0.55 -0.20 0.28 -0.83

(3)
Here is C33H28FeN6O3S2 as an isolated structure from OMol25. Energies are from ωB97M-V/def2-TZVPD.

Summary:
- HOMO: -0.0460 Eh
- HOMO-LUMO gap: 0.20272 Eh
- DFT total energy: -3888.76992 a.u.
- M: 676.6 u
- Total charge: -2

CARTESIAN COORDINATES (ANGSTROEM)
1 Fe 0.0740 -0.3597 -0.0940
2 C 0.3137 3.0155 2.6846
3 C 0.5433 1.6836 2.0067
4 N 0.0996 1.5107 0.8087
5 N -0.7323 2.5378 0.3608
6 C -0.5395 3.0722 -0.7970
7 S 0.6991 2.9966 -1.9293
8 S -1.9838 4.1101 -1.2886
9 C -2.3775 4.9208 0.2923
10 C -1.6784 6.2402 0.4428
11 C -2.3818 7.4393 0.3902
12 C -1.7294 8.6607 0.5066
13 C -0.3534 8.6984 0.6727
14 C 0.3615 7.5061 0.7096
15 C -0.2923 6.2913 0.5931
16 C 1.2615 0.6375 2.7607
17 C 1.3576 0.7370 4.1513
18 C 2.0668 -0.1653 4.9272
19 C 2.7399 -1.2064 4.2846
20 C 2.6613 -1.3525 2.9209
21 C 1.8791 -0.4825 2.1049
22 O 1.7894 -0.7016 0.8543
23 H 0.4377 3.8243 1.9646
24 H 1.0047 3.1697 3.5085
25 H -0.7124 3.0809 3.0602
26 H -2.0672 4.2026 1.0558
27 H -3.4580 5.0582 0.3591
28 H -3.4581 7.4136 0.2543
29 H -2.2980 9.5827 0.4630
30 H 0.1614 9.6477 0.7605
31 H 1.4392 7.5220 0.8150
32 H 0.2757 5.3680 0.5694
33 H 0.8408 1.5432 4.6596
34 H 2.0980 -0.0598 6.0052
35 H 3.3189 -1.9177 4.8676
36 H 3.1541 -2.1729 2.4122
37 O -0.9661 -0.9419 1.5149
38 C -1.9116 -1.7987 1.4960
39 C -2.9519 -1.7470 2.4687
40 C -3.9729 -2.6708 2.5037
41 C -4.0278 -3.7159 1.5774
42 C -3.0267 -3.7955 0.6248
43 C -1.9810 -2.8747 0.5515
44 C -1.0048 -3.0383 -0.5088
45 N -0.0900 -2.1987 -0.8066
46 N 0.6507 -2.4957 -1.9316
47 C 1.2913 -1.4105 -2.3078
48 O 1.2547 -0.2816 -1.7605
49 C 2.1388 -1.5428 -3.5358
50 C 2.1725 -2.7101 -4.2944
51 C 2.9651 -2.7845 -5.4304
52 C 3.7330 -1.6935 -5.8209
53 C 3.6986 -0.5265 -5.0678
54 C 2.9038 -0.4499 -3.9328
55 H -2.8969 -0.9435 3.1949
56 H -4.7426 -2.5847 3.2653
57 H -4.8299 -4.4436 1.6036
58 H -3.0451 -4.5998 -0.1065
59 H -1.0961 -3.9232 -1.1428
60 H 1.5696 -3.5478 -3.9699
61 H 2.9845 -3.6968 -6.0164
62 H 4.3518 -1.7523 -6.7095
63 H 4.2909 0.3299 -5.3687
64 H 2.8427 0.4492 -3.3316
65 N -3.6836 0.7079 -1.4873
66 C -3.1131 0.4691 -2.7196
67 C -1.8386 0.0689 -2.4598
68 N -1.6305 0.0644 -1.1044
69 C -2.7467 0.4573 -0.5468
70 H -4.5990 1.0734 -1.3093
71 H -3.6434 0.6296 -3.6407
72 H -1.0469 -0.1891 -3.1396
73 H -2.8967 0.5810 0.5114

Here are the Mulliken charges for atoms 1 to 5, given in e: -0.22 -1.20 1.08 0.78 -0.70

(4)
Here is C33H28N9O5S4Sc as an isolated structure in a non-equilibrium geometry from OMol25. Energies are from ωB97M-V/def2-TZVPD.

Summary:
- HOMO: -0.2363 Eh
- HOMO-LUMO gap: 0.17189 Eh
- DFT total energy: -4496.95306 a.u.
- M: 803.9 u
- ΔE to the lowest compared entry with this formula, charge and spin: 35.2 kcal/mol

CARTESIAN COORDINATES (ANGSTROEM)
1 Sc -0.6456 1.1981 0.1570
2 S 1.1837 5.7724 -0.9939
3 C 0.8008 4.2854 -0.3255
4 S 0.7548 4.0177 1.3667
5 S 0.4255 2.9577 -1.3838
6 O -0.5400 -6.4233 2.4435
7 C -1.2109 -5.6243 3.3006
8 O -1.6797 -6.0730 4.3055
9 C -1.3375 -4.1854 2.9088
10 C -2.4004 -3.4549 3.4257
11 C -2.5667 -2.1255 3.0988
12 C -1.6690 -1.4900 2.2365
13 C -0.6239 -2.2301 1.7027
14 C -0.4434 -3.5543 2.0552
15 N -1.7633 -0.1154 1.8744
16 C -2.4658 0.6587 2.5965
17 C -2.6376 2.0766 2.2957
18 C -3.3955 2.8823 3.1247
19 C -3.5963 4.2111 2.7756
20 C -3.0673 4.6736 1.5877
21 C -2.3073 3.8069 0.8142
22 N -2.0701 2.5519 1.1762
23 H -0.3041 -5.9468 1.6394
24 H -3.0973 -3.9557 4.0858
25 H -3.4231 -1.5984 3.4993
26 H 0.0587 -1.7641 1.0100
27 H 0.4210 -4.0764 1.6610
28 H -2.9858 0.2990 3.4817
29 H -3.8217 2.4723 4.0323
30 H -4.1662 4.8667 3.4205
31 H -3.2260 5.6900 1.2579
32 H -1.8746 4.1267 -0.1250
33 O 0.3478 -0.1499 -1.1771
34 C -0.5431 -0.6469 -2.2392
35 C -1.7697 0.3372 -2.3022
36 O -2.4174 0.4189 -3.3089
37 O -1.9933 0.9477 -1.1666
38 C -1.0380 -2.0249 -1.7992
39 C -2.3508 -2.2684 -1.4117
40 C -2.7334 -3.5342 -0.9763
41 C -1.8140 -4.5702 -0.9431
42 C -0.5005 -4.3335 -1.3338
43 C -0.1127 -3.0679 -1.7409
44 C 0.1287 -0.6457 -3.5942
45 C -0.1980 -1.6020 -4.5503
46 C 0.3686 -1.5481 -5.8146
47 C 1.2445 -0.5221 -6.1424
48 C 1.5560 0.4445 -5.1985
49 C 1.0058 0.3845 -3.9267
50 H 1.2649 -0.0857 -1.5089
51 H -3.0942 -1.4825 -1.4718
52 H -3.7588 -3.7105 -0.6751
53 H -2.1222 -5.5571 -0.6167
54 H 0.2246 -5.1415 -1.3330
55 H 0.9130 -2.8843 -2.0446
56 H -0.9136 -2.3775 -4.3088
57 H 0.1188 -2.3086 -6.5441
58 H 1.6732 -0.4710 -7.1358
59 H 2.2255 1.2582 -5.4484
60 H 1.2499 1.1649 -3.2118
61 S 3.6161 0.5362 -0.7598
62 C 3.8469 2.2048 -0.6875
63 N 4.0794 2.7889 0.5223
64 C 4.3077 4.1162 0.6720
65 C 4.3541 4.9002 -0.4247
66 C 4.0824 4.2714 -1.6582
67 N 3.8436 2.9849 -1.7884
68 H 4.0317 2.2028 1.3380
69 H 4.4362 4.4765 1.6811
70 H 4.5257 5.9626 -0.3563
71 H 4.0750 4.8465 -2.5775
72 N 3.4959 -1.2547 2.1101
73 N 2.5336 -0.2934 2.2622
74 N 2.4632 0.5166 3.3061
75 C 1.4071 1.2503 2.9974
76 N 0.8921 0.8930 1.8133
77 N 1.6307 -0.0989 1.3620
78 H 4.1903 -1.1466 2.8324
79 H 3.8718 -1.1650 1.1693
80 H 1.0295 2.0546 3.6051

Here are the Mulliken charges for atoms 1 to 5, given in e: -0.96 -0.33 0.21 -0.45 -0.40

(5)
Here is a 2-piece molecular cluster, C33H28O6S2 overall in a non-equilibrium geometry from OMol25. Energies are from ωB97M-V/def2-TZVPD.

Summary:
- HOMO: -0.2411 Eh
- HOMO-LUMO gap: 0.14560 Eh
- DFT total energy: -2521.94009 a.u.
- M: 584.7 u
- ΔE to the lowest compared entry with this formula, charge and spin: 0.0 kcal/mol

CARTESIAN COORDINATES (ANGSTROEM)
1 C 5.0627 3.8987 -1.6840
2 O 5.0504 2.4904 -1.9902
3 C 3.8587 1.8716 -2.1804
4 C 3.9045 0.4980 -2.5454
5 C 2.7646 -0.2518 -2.4531
6 C 1.5143 0.3242 -2.0625
7 C 0.4435 -0.5671 -1.8397
8 C -0.9223 -0.2280 -1.5879
9 C -1.9589 -1.0995 -2.0276
10 C -3.2791 -0.8742 -1.7099
11 C -3.6162 0.2926 -1.0086
12 O -4.9692 0.5191 -0.7290
13 C -5.6902 1.3626 -1.5912
14 C -6.6611 0.7811 -2.4150
15 C -7.2978 1.5801 -3.3620
16 C -7.0188 2.9457 -3.4301
17 C -6.0791 3.5164 -2.5712
18 C -5.3982 2.7270 -1.6431
19 C -2.6386 1.1912 -0.5671
20 C -1.3059 0.9031 -0.8171
21 C 1.4601 1.7486 -1.9486
22 C 2.6120 2.5095 -1.9534
23 H 6.1160 4.1790 -1.7394
24 H 4.4767 4.4709 -2.4181
25 H 4.6726 4.0790 -0.6715
26 H 4.8633 0.0713 -2.8396
27 H 2.7914 -1.3112 -2.7030
28 H 0.6878 -1.6153 -2.0001
29 H -1.6917 -1.9750 -2.6176
30 H -4.0750 -1.5496 -2.0238
31 H -6.8640 -0.2856 -2.3234
32 H -8.0252 1.1281 -4.0341
33 H -7.5396 3.5719 -4.1515
34 H -5.8642 4.5830 -2.6052
35 H -4.6431 3.1344 -0.9703
36 H -2.9256 2.1024 -0.0407
37 H -0.5316 1.5347 -0.3879
38 H 0.4955 2.2433 -1.8741
39 H 2.5651 3.5890 -1.7778
40 C -3.1198 -2.2299 4.0253
41 C -3.0386 -2.8808 2.7913
42 C -1.8878 -2.7607 2.0147
43 C -0.8320 -1.9610 2.4588
44 S 0.6269 -1.8261 1.4231
45 C 1.5874 -3.0521 2.0289
46 S 3.2123 -3.5202 1.7236
47 C 4.1766 -2.0538 2.1297
48 C 4.3657 -1.0973 1.1373
49 C 5.0433 0.0833 1.4378
50 C 5.5104 0.3010 2.7380
51 C 5.3115 -0.6634 3.7304
52 C 4.6450 -1.8516 3.4278
53 O 3.5211 -4.5066 2.7386
54 O 3.4626 -3.7739 0.3238
55 O 0.1186 -2.2308 0.1274
56 O 1.1772 -0.4998 1.6171
57 C -0.8865 -1.3453 3.7116
58 C -2.0371 -1.4788 4.4926
59 H -4.0281 -2.3089 4.6234
60 H -3.8636 -3.4907 2.4239
61 H -1.8046 -3.2806 1.0635
62 H 1.1369 -3.5514 2.8834
63 H 3.9942 -1.2877 0.1347
64 H 5.1964 0.8206 0.6479
65 H 6.0305 1.2286 2.9792
66 H 5.6723 -0.4958 4.7463
67 H 4.4834 -2.6151 4.1855
68 H -0.0333 -0.7701 4.0633
69 H -2.0849 -0.9908 5.4665

Here are the natural (NBO) charges for atoms 1 to 5, given in e: -0.26 -0.46 0.43 -0.29 -0.08

(6)
Here is C33H29CoN5O8S as an isolated structure in a non-equilibrium geometry from OMol25. Energies are from ωB97M-V/def2-TZVPD.

Summary:
- Multiplicity: 2
- HOMO (spin up / spin down): -0.2826 / -0.2808 Eh
- HOMO-LUMO gap (spin up / spin down): 0.28253 / 0.27998 Eh
- DFT total energy: -3931.65634 a.u.
- M: 714.6 u
- ΔE to the lowest compared entry with this formula, charge and spin: 35.0 kcal/mol

CARTESIAN COORDINATES (ANGSTROEM)
1 Co 0.2620 -0.1297 -0.0877
2 C -1.2969 -4.1212 0.8863
3 C -2.6318 -3.9755 0.5427
4 C -3.1384 -2.7026 0.3560
5 C -2.2845 -1.6170 0.4815
6 N -0.9742 -1.7654 0.7285
7 C -0.5060 -2.9874 0.9564
8 C -2.7315 -0.2097 0.3659
9 C -4.0482 0.2237 0.2564
10 C -4.2816 1.5852 0.1566
11 C -3.2169 2.4744 0.1285
12 C -1.9318 1.9626 0.2391
13 N -1.7322 0.6600 0.3933
14 C -0.6765 2.7494 0.2187
15 C -0.6106 4.0875 -0.1408
16 C 0.6143 4.7301 -0.0936
17 C 1.7288 4.0242 0.3273
18 C 1.5791 2.6828 0.6386
19 N 0.4127 2.0541 0.5715
20 H -0.8699 -5.0956 1.0794
21 H -3.2700 -4.8424 0.4363
22 H -4.1772 -2.5531 0.0993
23 H 0.5449 -3.0618 1.2128
24 H -4.8733 -0.4738 0.2498
25 H -5.2967 1.9554 0.1028
26 H -3.3939 3.5362 0.0281
27 H -1.4982 4.6214 -0.4511
28 H 0.7004 5.7722 -0.3712
29 H 2.6985 4.4976 0.3938
30 H 2.4174 2.0759 0.9582
31 C 5.7494 -0.9921 4.0059
32 O 5.7842 -2.0689 3.0901
33 C 4.8017 -2.1277 2.1641
34 C 4.9017 -3.2029 1.2555
35 C 3.9734 -3.3276 0.2657
36 C 2.9085 -2.4132 0.1033
37 C 1.9653 -2.5148 -0.9824
38 C 1.8567 -3.7533 -1.8356
39 O 1.1765 -1.6031 -1.2674
40 C 2.7923 -1.3240 1.0382
41 O 1.8807 -0.4247 1.0038
42 C 3.7693 -1.2287 2.0685
43 H 6.6230 -1.1006 4.6426
44 H 4.8466 -1.0240 4.6214
45 H 5.7962 -0.0301 3.4888
46 H 5.7258 -3.8946 1.3634
47 H 4.0889 -4.1417 -0.4364
48 H 2.5562 -4.5422 -1.5812
49 H 1.9760 -3.4774 -2.8839
50 H 0.8358 -4.1268 -1.7366
51 H 3.6567 -0.4007 2.7547
52 O -1.9756 -3.2439 -4.0591
53 S -2.6405 -2.0740 -3.5515
54 O -4.0386 -2.2056 -3.2299
55 N -1.8188 -1.4454 -2.2856
56 C -1.2973 -0.2807 -2.5884
57 O -0.5736 0.4264 -1.8345
58 C -1.6490 0.2374 -3.9479
59 C -1.3108 1.4744 -4.4678
60 C -1.7414 1.7657 -5.7570
61 C -2.4816 0.8387 -6.4845
62 C -2.8212 -0.3986 -5.9458
63 C -2.3978 -0.6767 -4.6632
64 H -0.7274 2.1677 -3.8768
65 H -1.4992 2.7252 -6.1961
66 H -2.8043 1.0873 -7.4875
67 H -3.4031 -1.1086 -6.5188
68 N 4.2277 0.3315 -3.1251
69 C 3.2864 1.2498 -3.7640
70 C 2.2970 1.7994 -2.7356
71 O 1.7036 2.8343 -2.8806
72 O 2.1517 1.0312 -1.6610
73 H 4.8893 0.8356 -2.5476
74 H 4.7520 -0.1984 -3.8075
75 H 2.7010 0.2284 -1.7590
76 H 2.7021 0.6864 -4.4948
77 H 3.7353 2.1007 -4.2805

Here are the Mulliken charges for atoms 1 to 5, given in e: 1.30 -0.91 -0.60 -0.59 0.27